Molecular formula: C33H40N8O4P2Pd
Method: DFT, the ωB97M-V functional and the def2-TZVPD basis

Structure (XYZ):
```
88
Properties=species:S:1:pos:R:3:forces:R:3
Pd 0.265977 -0.911285 0.682163 -1.3 0.3 -2.0
P -2.244264 1.175188 1.165530 -0.1 0.0 0.5
P -1.812076 -0.171074 -1.442484 -0.7 -0.4 -0.5
O 4.263691 -1.147082 -1.543767 0.4 1.1 0.9
O 2.234043 -1.645043 -0.611495 0.1 0.8 1.0
O -0.278997 -0.156632 -1.205992 0.4 -0.2 1.1
O -0.736797 0.848219 1.349334 0.4 -0.7 0.3
N 6.677036 2.607523 -2.208807 -0.1 0.0 0.1
N 0.822962 -2.254593 2.061910 0.3 0.5 0.3
N 2.434050 0.935733 0.822789 0.7 1.3 0.2
N 3.060554 -4.914337 4.017826 0.1 -0.2 0.0
N 1.373975 -6.477225 3.988824 0.1 -0.1 0.1
N 0.971019 -4.456223 3.057926 -0.3 -0.2 -0.2
N 8.479984 3.956159 -2.692084 0.0 0.0 0.0
N 6.767790 3.830382 -4.200111 0.0 0.0 0.0
C 7.304092 3.454172 -3.046459 0.0 0.1 0.0
C -2.610731 2.735639 1.919033 0.1 0.0 -0.1
C -2.608246 5.138499 1.924369 -0.1 0.0 -0.1
C -5.019322 -1.836047 3.155700 0.0 0.0 0.0
C -2.248578 -0.176371 -3.160571 0.3 0.2 0.0
C -3.640226 0.444217 -5.012953 -0.1 -0.1 0.1
C -2.868049 2.723932 3.295009 0.1 0.1 0.0
C 4.396314 2.082699 -1.301129 0.0 -0.1 0.1
C 5.423538 1.887216 -2.432681 0.1 0.1 0.2
C -3.366207 0.496099 -3.654827 0.2 0.3 -0.1
C 4.708866 1.281144 -0.004192 0.1 -0.6 -1.6
C -2.152389 -3.914234 0.065444 0.1 0.0 -0.1
C -3.881807 -1.870964 -0.713874 -0.1 0.0 0.1
C -2.504504 -1.687694 -0.789812 0.4 0.0 0.1
C -1.733927 -0.996991 -5.359041 -0.1 -0.2 0.1
C -3.522576 -4.079711 0.169487 -0.1 0.0 -0.1
C 3.609643 0.451474 0.603908 1.2 2.5 2.9
C -5.533786 -0.675450 2.590467 0.0 0.1 0.0
C -3.314303 -0.038596 1.914012 0.1 0.0 0.1
C -2.800696 -1.200748 2.484090 -0.1 0.0 0.0
C -4.389715 -3.065229 -0.230828 0.1 0.0 0.0
C -2.487228 3.946161 1.231021 0.2 0.0 0.1
C -3.002584 3.922739 3.974457 0.0 0.0 -0.1
C -1.637120 -2.728421 -0.445332 -0.2 0.0 0.0
C 0.991870 -3.307622 2.548848 -0.1 0.0 0.4
C 1.819022 -5.269249 3.689448 0.0 0.3 -0.1
C -2.558233 1.262685 -0.622593 0.3 -0.2 0.2
C -2.842507 -0.318702 -5.854274 0.0 0.0 0.0
C -3.657882 -2.102415 3.094609 0.0 0.0 0.1
C 3.279340 -1.240371 -0.939845 -0.7 -3.2 -2.7
C -4.683268 0.230591 1.980033 0.0 0.0 -0.1
C -2.888848 5.124593 3.285129 0.0 0.0 0.0
C -1.448468 -0.951655 -4.005670 0.1 0.2 -0.1
H -6.593745 -0.465962 2.647401 0.0 0.0 0.0
H 5.920936 3.437710 -4.567841 0.0 0.0 0.0
H -3.265573 -3.001871 3.551220 0.0 0.0 0.0
H -3.109928 -0.415054 -6.897984 0.1 0.1 0.0
H -2.481122 6.076200 1.400785 -0.1 0.0 0.0
H -1.736860 -1.392111 2.463871 0.0 -0.1 0.1
H 3.669723 -5.542355 4.518452 0.0 0.0 0.0
H -0.575827 -2.669279 -0.683351 0.0 0.0 0.0
H 0.434075 -6.738055 3.740140 0.0 0.1 0.0
H -3.624150 1.366100 -0.829603 0.0 0.0 0.0
H 3.933097 -0.243026 1.383327 -0.1 -0.6 -0.6
H -4.010323 1.077376 -3.006458 0.0 0.0 0.0
H -2.019705 2.132180 -1.008540 -0.1 0.0 -0.1
H -0.604959 -1.501091 -3.604282 0.0 0.0 0.0
H 4.965887 2.243317 -3.350592 0.0 0.0 0.0
H 1.943033 -7.159984 4.463431 0.0 0.0 0.0
H 4.996688 1.963879 0.805095 -0.2 -0.2 0.2
H -5.460015 -3.214149 -0.178425 0.0 0.0 0.0
H -5.681197 -2.519773 3.671254 0.0 0.0 -0.1
H 3.433044 1.755109 -1.704393 0.0 0.1 0.0
H 2.200498 1.812655 0.355259 -0.4 -0.2 -0.1
H -2.951609 1.786344 3.830609 0.0 0.0 0.0
H -3.036652 6.060258 3.808296 0.1 0.0 0.0
H 7.257068 4.474991 -4.802065 0.0 0.0 0.0
H -3.191022 3.917238 5.039121 -0.1 0.0 0.0
H -1.487313 -4.724784 0.334591 0.0 0.0 0.0
H 4.321977 3.147478 -1.079606 -0.1 0.0 0.0
H -1.109489 -1.577752 -6.024259 0.0 0.0 0.0
H 8.978399 4.587728 -3.300021 0.0 0.0 0.0
H -4.480008 0.999242 -5.408139 -0.1 -0.1 0.0
H -3.925370 -5.023446 0.513916 0.0 0.0 0.1
H -5.077487 1.155747 1.572354 -0.1 0.0 0.0
H 8.952897 3.690850 -1.843930 0.0 0.0 0.0
H -2.290192 3.973310 0.165943 0.0 0.0 0.0
H 2.058609 0.868299 1.770769 -0.7 -0.7 -0.4
H 7.184814 2.370267 -1.371431 0.1 0.0 -0.1
H 5.636025 0.824342 -2.553119 0.0 0.0 -0.1
H 5.558010 0.620141 -0.178150 0.0 0.0 0.1
H 3.418716 -4.004044 3.798795 -0.1 0.1 0.0
H -4.561379 -1.089122 -1.034983 0.0 0.0 0.0
```
Forces are in eV/Å.

Summary:
Max |F|, eV Å⁻¹: 4.26
Total charge: +4
Highest occupied orbital energy (spin up / spin down), eV: -17.371 / -17.363
Lowest unoccupied orbital energy (spin up / spin down), eV: -12.61 / -12.57
E, hartree: -2829.8862
Spin multiplicity: 1